1.
{"formula": "C8H22FeN6O14", "method": "ωB97M-V/def2-TZVPD", "elements": ["Fe", "N", "O", "O", "O", "N", "O", "O", "O", "N", "O", "O", "O", "N", "O", "O", "O", "C", "C", "C", "O", "C", "N", "H", "H", "H", "H", "H", "H", "H", "H", "H", "H", "H", "C", "C", "C", "O", "C", "N", "H", "H", "H", "H", "H", "H", "H", "H", "H", "H", "H"], "coordinates": [[-0.405, 0.411, 0.413], [-3.656, 0.710, -0.092], [-4.024, -0.087, -0.981], [-4.443, 1.167, 0.742], [-2.438, 1.104, -0.109], [1.325, 3.011, -0.330], [0.937, 4.173, -0.308], [0.787, 2.140, 0.437], [2.308, 2.668, -1.023], [-1.406, 0.957, 3.545], [-2.409, 1.655, 3.543], [-1.093, 0.244, 4.521], [-0.663, 0.900, 2.504], [-1.806, -2.623, 0.988], [-1.239, -1.513, 0.738], [-2.839, -2.655, 1.641], [-1.306, -3.651, 0.483], [-0.660, 2.147, -2.749], [-1.076, 0.683, -2.725], [-0.912, 0.015, -4.088], [-1.571, -1.215, -4.113], [-1.370, -1.915, -5.310], [-0.364, -0.056, -1.666], [-1.120, 2.640, -1.892], [-1.028, 2.629, -3.660], [0.421, 2.299, -2.703], [-2.142, 0.644, -2.479], [0.177, -0.165, -4.232], [-1.232, 0.719, -4.868], [-1.853, -2.880, -5.196], [-0.288, -2.075, -5.476], [-1.737, -1.376, -6.193], [0.601, -0.201, -2.009], [-0.625, -1.053, -1.749], [2.383, -2.279, 2.271], [1.795, -0.903, 1.981], [2.701, 0.235, 2.450], [3.051, 0.128, 3.802], [2.094, 0.745, 4.665], [1.450, -0.733, 0.519], [3.310, -2.448, 1.703], [1.681, -3.099, 2.106], [2.674, -2.344, 3.325], [0.868, -0.801, 2.557], [2.177, 1.173, 2.217], [3.620, 0.269, 1.842], [2.572, 0.833, 5.644], [1.206, 0.125, 4.767], [1.824, 1.736, 4.302], [1.426, -1.690, 0.162], [2.319, -0.399, 0.080]], "atomic_forces_ev_per_a": [[-1.3668, 0.4235, 0.7075], [-0.4022, -0.0838, -0.1915], [0.1930, 0.3111, 0.3771], [0.5679, -0.2755, -0.4913], [0.0896, 0.2198, 0.2397], [0.7552, -0.2711, 0.2896], [-0.2307, -0.1299, -0.0782], [0.0508, 0.5783, -0.3333], [-0.4215, -0.1181, 0.0106], [-0.4303, -0.8167, -0.3048], [0.3562, 0.1297, 0.1053], [0.0814, 0.3711, -0.1313], [0.3179, 0.2249, 0.1232], [-0.1418, 0.1352, -0.7939], [-0.0206, -0.4174, 0.2332], [0.1894, -0.0216, 0.1976], [0.1264, -0.0236, 0.2585], [-0.0421, -0.0247, 0.0851], [-0.6426, -0.0095, -0.2272], [1.1370, 0.5155, 0.5613], [-0.4349, -0.1066, -0.2297], [0.6605, 0.0106, 0.1754], [1.0029, -1.4554, -1.5760], [0.1405, 0.0671, 0.0085], [-0.0544, 0.0116, 0.0505], [0.0157, -0.1296, -0.0038], [0.1162, -0.1215, 0.1384], [-0.1559, 0.1083, -0.2232], [-0.2643, -0.2669, -0.1337], [-0.1200, -0.0287, -0.1616], [-0.1677, -0.0786, 0.0162], [-0.2411, -0.0005, 0.1006], [-0.0851, 0.8839, 0.3433], [-0.8282, 0.4829, 0.5241], [0.4966, 0.0228, 0.3638], [-0.3486, -0.3899, 0.3398], [-0.2070, 0.1922, -1.0183], [0.1194, 0.3357, 0.1353], [0.3254, -0.4464, 0.2155], [1.6895, -0.6412, 0.6868], [-0.1746, -0.0254, -0.1215], [-0.0893, 0.1556, -0.2964], [-0.0838, 0.1530, -0.0720], [-0.0122, -0.0708, -0.2372], [0.0337, -0.0241, 0.2500], [0.0528, -0.2444, 0.2304], [0.0223, 0.0401, -0.0481], [-0.2310, 0.1759, -0.0993], [-0.1174, 0.0438, -0.0611], [-0.7833, 0.1268, 0.0118], [-0.4431, 0.5027, 0.0545]], "mulliken_spin": [3.751, 0.004, 0.004, 0.006, 0.023, 0.005, 0.008, 0.024, 0.006, 0.005, 0.004, 0.005, 0.025, 0.004, 0.018, 0.000, 0.001, 0.004, -0.014, 0.004, 0.000, 0.000, 0.054, -0.001, 0.000, 0.000, 0.001, 0.001, 0.000, 0.000, 0.000, 0.000, -0.001, -0.002, 0.006, -0.012, 0.006, 0.000, 0.000, 0.058, 0.000, 0.000, 0.001, 0.002, -0.001, 0.001, 0.000, 0.000, 0.000, -0.001, 0.003], "homo_energy_ev": [-3.03, -2.54], "total_charge": -2, "spin_multiplicity": 5, "lumo_ev": [4.3, 4.3], "e_above_lowest_kcal_mol": 0.0, "s_squared": 6.0073}

=====

2.
{"formula": "C5H7NO", "method": "ωB97M-V/def2-TZVPD", "elements": ["C", "C", "C", "O", "C", "N", "C", "H", "H", "H", "H", "H", "H", "H"], "coordinates": [[-1.799, 0.254, 0.167], [-0.994, 1.175, -0.350], [0.429, 1.410, 0.078], [0.911, 0.431, 0.996], [1.562, -0.632, 0.438], [0.954, -1.679, 0.071], [0.355, -2.751, -0.112], [-1.457, -0.428, 0.941], [-2.827, 0.159, -0.169], [-1.357, 1.856, -1.120], [0.502, 2.371, 0.601], [1.091, 1.463, -0.798], [2.645, -0.572, 0.370], [-0.009, -2.862, -1.146]], "atomic_forces_ev_per_a": [[0.0838, 0.0900, -0.0658], [-0.1063, -0.0875, 0.0920], [-0.0397, 0.1504, -0.1028], [-0.0191, -0.1305, 0.0545], [0.0281, -0.2520, -0.1191], [-0.1380, -0.1460, 0.0251], [0.2431, 0.4428, 0.0070], [-0.0508, 0.1245, -0.1231], [0.1479, 0.0137, 0.0254], [0.0477, -0.1017, 0.1095], [-0.0188, -0.1109, -0.0974], [-0.0941, -0.0248, 0.1074], [-0.1318, -0.0237, -0.0231], [0.0481, 0.0556, 0.1107]], "mulliken_charge": [-0.794, -0.061, -0.383, -0.391, -0.225, 0.028, -0.310, 0.271, 0.261, 0.314, 0.301, 0.330, 0.448, 0.212], "homo_energy_ev": -8.17, "lumo_ev": 0.9, "e_above_lowest_kcal_mol": 95.3}

=====

3.
{"formula": "C2H2NO3S", "method": "ωB97M-V/def2-TZVPD", "elements": ["C", "C", "N", "O", "O", "O", "S", "H", "H"], "coordinates": [[-1.149, -1.104, 0.155], [-0.152, 0.301, 0.291], [-2.400, -0.851, -0.005], [-0.586, -2.154, 0.284], [-4.214, 0.551, -0.881], [-0.723, 1.408, 0.509], [-3.609, 0.085, 0.318], [0.805, 0.128, 1.134], [0.413, 0.194, -0.734]], "atomic_forces_ev_per_a": [[2.7163, 1.1090, 1.4923], [2.8108, -0.2503, 0.0107], [-3.9904, 1.4240, 0.2584], [0.5430, -1.5326, -0.2376], [-1.7063, 1.0690, -1.8720], [-1.4001, 0.8222, 0.0925], [4.1225, -1.8154, 0.9218], [-2.3517, -0.7290, -1.6009], [-0.7442, -0.0969, 0.9348]], "mulliken_charge": [0.439, -0.066, -0.198, -0.617, -0.473, -0.678, 0.389, 0.117, 0.087], "homo_energy_ev": [-3.44, -3.47], "total_charge": -1, "lumo_ev": [3.0, 3.1], "e_above_lowest_kcal_mol": 69.0}

=====

4.
{"formula": "C7H20F3O7S", "method": "ωB97M-V/def2-TZVPD", "elements": ["O", "H", "H", "H", "O", "H", "H", "H", "C", "C", "C", "O", "H", "H", "H", "H", "H", "H", "H", "C", "C", "C", "O", "H", "H", "H", "H", "H", "H", "H", "C", "F", "F", "F", "S", "O", "O", "O"], "coordinates": [[0.002, 0.913, -1.496], [0.555, 1.444, -0.918], [-0.782, 0.584, -1.050], [0.498, 0.126, -1.734], [-0.482, -0.114, 1.984], [-1.106, -0.166, 1.256], [-0.012, -0.950, 2.026], [0.145, 0.582, 1.773], [-3.810, -2.003, -0.366], [-2.339, -1.737, -0.384], [-1.779, -2.341, -1.692], [-1.969, -0.417, -0.198], [-4.392, -1.585, -1.188], [-4.247, -1.601, 0.548], [-4.051, -3.065, -0.306], [-1.922, -2.329, 0.430], [-2.300, -1.991, -2.583], [-1.833, -3.430, -1.679], [-0.731, -2.062, -1.807], [1.935, 3.831, 1.992], [0.786, 3.132, 1.220], [0.251, 3.876, -0.015], [1.104, 1.783, 0.969], [1.731, 4.808, 2.430], [2.889, 3.821, 1.466], [2.256, 3.139, 2.770], [-0.061, 3.150, 1.906], [0.297, 4.959, 0.093], [-0.822, 3.708, -0.107], [0.618, 3.577, -0.997], [2.632, -3.391, -0.654], [3.257, -3.835, 0.415], [3.363, -3.569, -1.770], [1.506, -4.093, -0.770], [2.248, -1.488, -0.413], [1.603, -1.057, -1.659], [1.426, -1.344, 0.813], [3.539, -0.863, -0.306]], "atomic_forces_ev_per_a": [[0.1016, 2.3357, -1.4884], [0.4995, 0.2364, 0.7462], [-2.9301, -1.6039, 1.5873], [1.7604, -2.2108, -0.4304], [0.0621, 0.3745, 3.0424], [-2.8501, -0.6896, -3.4557], [0.9108, -0.8141, -0.4320], [1.2927, 0.5830, -0.2077], [-1.4235, 0.1725, 0.9011], [0.8001, -0.5687, -1.0993], [0.4510, 0.2433, 0.2609], [1.0469, 1.6979, 0.5950], [0.3022, 0.1586, -0.2371], [-0.0505, 0.2627, 0.1344], [0.2717, -0.2149, -0.2524], [0.2463, -0.4642, 0.3416], [-0.2335, 0.1535, 0.0578], [-0.0485, -0.0705, 0.0032], [0.1088, -0.1177, 0.0336], [1.2565, -1.4619, 0.3559], [-0.0034, 0.4637, -0.8943], [-0.6330, 0.0906, -0.1800], [-0.4386, 1.4525, 0.1605], [-0.3944, -0.1911, -0.3652], [-0.3308, 0.5653, -0.8429], [-0.5567, 0.0945, 0.6205], [-0.0950, -0.4126, 0.6405], [0.4909, -0.0376, 0.0073], [-0.1722, -0.2932, 0.1697], [0.6750, 0.1037, 0.1869], [-0.8829, 1.4518, -0.3726], [0.6273, -0.0451, 0.1137], [-0.2472, 0.1291, 0.8524], [-0.1625, 0.0938, -0.2210], [0.6639, 0.3708, 0.5398], [-0.8942, -0.5562, 0.0711], [0.4631, -0.8003, -1.3718], [0.3160, -0.4818, 0.4289]], "mulliken_spin": [0.001, -0.012, 0.002, 0.000, 0.008, -0.001, 0.000, 0.004, 0.000, 0.000, 0.000, 0.001, 0.000, 0.000, 0.000, 0.000, 0.000, 0.000, 0.000, 0.121, -0.040, 0.001, 0.874, -0.001, -0.003, -0.004, 0.047, -0.001, 0.001, 0.002, 0.000, 0.000, 0.000, 0.000, 0.000, 0.000, 0.000, 0.001], "homo_energy_ev": [-8.43, -8.43], "spin_multiplicity": 2, "lumo_ev": [0.0, -4.1], "s_squared": 0.7543}

=====

5.
{"formula": "CH7NO3", "method": "ωB97M-V/def2-TZVPD", "elements": ["C", "N", "O", "H", "H", "H", "H", "H", "O", "H", "H", "O"], "coordinates": [[-0.360, 1.051, -0.835], [-1.014, 0.251, -1.727], [0.762, 0.850, -0.441], [-0.959, 1.949, -0.658], [-0.508, -0.463, -2.226], [-2.002, 0.318, -1.890], [-0.598, -1.396, 0.184], [-0.258, -0.869, 1.568], [-0.960, -0.855, 0.901], [2.154, -0.621, 1.026], [2.018, 0.321, 2.215], [1.725, -0.535, 1.883]], "atomic_forces_ev_per_a": [[-0.2684, -0.2887, -1.1122], [0.2903, -0.0832, -0.2696], [0.2623, 0.3844, -0.1693], [0.0084, 0.1830, 0.7434], [0.0091, -0.1096, 0.2331], [0.0114, 0.2338, 0.0209], [-0.1554, 0.2375, 0.2560], [0.0855, 0.1720, -0.1380], [-0.2424, -0.6653, 0.2539], [-0.1630, 0.1618, -0.1131], [-0.1085, -0.0139, -0.0909], [0.2708, -0.2119, 0.3859]], "mulliken_charge": [0.112, -0.351, -0.506, 0.331, 0.235, 0.194, 0.300, 0.342, -0.646, 0.316, 0.317, -0.643], "homo_energy_ev": -10.17, "smiles": "NC=O.O.O", "lumo_ev": 0.8, "e_above_lowest_kcal_mol": 6.1}

=====

6.
{"formula": "C6H11NO3", "method": "ωB97M-V/def2-TZVPD", "elements": ["C", "C", "C", "C", "C", "C", "H", "H", "H", "H", "H", "H", "H", "H", "H", "H", "H", "N", "O", "O", "O"], "coordinates": [[4.302, 0.045, 0.437], [3.092, -0.271, -0.015], [0.702, 0.105, -0.216], [-2.352, 0.077, 1.546], [-2.411, -0.320, 0.081], [-1.649, 0.659, -0.793], [5.160, -0.565, 0.175], [4.484, 0.912, 1.073], [2.906, -1.138, -0.650], [2.014, 1.286, 0.850], [-0.050, 0.790, 0.113], [-2.988, -0.577, 2.158], [-1.318, 0.007, 1.917], [-2.699, 1.109, 1.673], [-3.453, -0.285, -0.270], [-2.345, -2.247, 0.312], [-1.089, 0.193, -1.634], [1.930, 0.458, 0.266], [0.488, -0.838, -0.922], [-1.840, -1.585, -0.183], [-1.678, 1.864, -0.622]], "atomic_forces_ev_per_a": [[0.0045, 0.0366, 0.0178], [0.1061, -0.1214, -0.0722], [1.9015, -0.0392, 0.6329], [0.0144, 0.0581, 0.3265], [0.2262, 0.1009, 0.0564], [-1.3787, 1.0573, -1.1327], [-0.1864, 0.0866, 0.0335], [-0.0953, -0.1892, -0.1521], [0.0549, 0.2732, 0.1944], [-0.1491, -0.3410, -0.2635], [0.0308, 0.5265, 0.5808], [0.1748, 0.1230, -0.1548], [-0.3298, -0.0204, -0.0888], [0.0670, -0.1929, -0.0538], [0.0310, 0.0735, -0.0322], [0.1497, 0.1600, -0.1920], [-0.6795, 0.2436, 0.2501], [0.4590, 0.0909, 0.2719], [0.6778, -0.6445, -0.6089], [-0.7521, -0.5730, 0.4555], [-0.3267, -0.7086, -0.0689]], "mulliken_charge": [-0.796, 0.072, 0.011, -1.147, 0.245, -0.098, 0.244, 0.254, 0.288, 0.221, 0.369, 0.403, 0.276, 0.310, 0.310, 0.303, 0.485, -0.182, -0.567, -0.464, -0.535], "homo_energy_ev": -9.03, "smiles": "C[C@H](O)C=O.C=CNC=O", "lumo_ev": 0.8, "e_above_lowest_kcal_mol": 74.0}